Arrangement 1

C5H8O2 | ωB97M-V/def2-TZVPD

As for the SMILES: C=CO/C=C\OC.

ORCA input file:
```
! wB97M-V def2-TZVPD RIJCOSX def2/J DEFGRID3
* xyz 0 1
C -1.546 2.171 0.872
C 0.085 0.907 0.620
C 0.868 -0.038 -0.055
C 0.981 -1.681 -1.603
C 0.416 -2.602 -0.551
H -0.797 3.211 0.998
H -1.717 1.358 1.791
H -2.622 2.425 0.259
H 0.466 1.161 1.540
H 2.066 -0.067 0.447
H 1.171 -2.123 -2.570
H 0.844 -3.589 -0.774
H -0.052 -2.383 0.616
O -0.828 1.617 -0.166
O 0.666 -0.368 -1.424
*
```

Löwdin atomic charge list, values in e, 6 entries: number 1, C, carries -0.19; number 2, C, carries -0.19; number 3, C, carries -0.14; number 4, C, carries -0.18; number 5, C, carries 0.01; number 6, H, carries 0.16

Arrangement 2

C5H8O2 | ωB97M-V/def2-TZVPD

As for the SMILES: C1=CO[C@@H]2C[C@@H]2O1.[H][H].

ORCA input file:
```
! wB97M-V def2-TZVPD RIJCOSX def2/J DEFGRID3
* xyz 0 1
C 1.416 1.005 0.395
C 0.035 1.535 0.125
O -0.703 1.018 -0.947
C -1.226 -0.227 -0.729
C -1.004 -0.972 0.353
O -0.219 -0.605 1.412
C 0.285 0.699 1.339
H 1.735 0.180 -0.239
H 2.202 1.688 0.703
H -0.166 2.594 0.254
H -1.844 -0.567 -1.550
H 0.449 -2.985 -2.186
H -1.433 -1.958 0.475
H 0.202 -2.483 -1.694
H 0.260 1.174 2.315
*
```

Löwdin atomic charge list, values in e, 6 entries: number 1, C, carries 0.00; number 2, C, carries -0.24; number 3, O, carries -0.03; number 4, C, carries -0.14; number 5, C, carries -0.14; number 6, O, carries -0.03

Arrangement 3

C5H8O2 | ωB97M-V/def2-TZVPD

ORCA input file:
```
! wB97M-V def2-TZVPD RIJCOSX def2/J DEFGRID3
* xyz 0 1
O -1.603 1.006 0.580
C -1.567 -0.229 -0.080
C -0.139 -0.673 -0.135
C 0.828 -0.361 1.076
C 1.933 0.215 0.323
O 3.045 0.590 0.363
C 0.347 0.218 -1.253
H -2.497 1.360 0.516
H -2.330 -0.924 0.305
H -0.868 0.216 -1.618
H -0.077 -1.725 -0.429
H 0.361 0.419 1.695
H 1.140 -1.210 1.691
H 0.437 1.277 -0.997
H 0.990 -0.180 -2.037
*
```

Löwdin atomic charge list, values in e, 6 entries: number 1, O, carries -0.05; number 2, C, carries -0.19; number 3, C, carries -0.37; number 4, C, carries -0.09; number 5, C, carries -0.23; number 6, O, carries 0.13

Most stable: arrangement 2

Arrangement 1

H20O10 | ωB97M-V/def2-TZVPD

As for the SMILES: O.O.O.O.O.O.O.O.O.O.

ORCA input file:
```
! wB97M-V def2-TZVPD RIJCOSX def2/J DEFGRID3
* xyz 0 1
H -0.560 0.108 -0.614
H 0.764 0.396 -1.212
H -2.084 -1.769 2.559
H -3.150 -1.206 3.236
H -2.918 2.761 -0.391
H -2.390 3.351 -1.767
H 0.939 -2.036 0.000
H 0.742 -2.905 1.215
H 1.092 1.344 1.564
H -0.143 2.113 1.201
H 3.805 1.579 -0.493
H 3.046 2.946 0.098
H 4.235 -0.218 0.968
H 5.464 -0.304 1.983
H -3.078 -2.797 -3.147
H -2.156 -2.870 -1.941
H -4.851 0.271 -0.195
H -5.404 -0.593 0.943
H 2.787 -0.768 -2.784
H 3.432 0.232 -1.822
O 0.295 0.514 -0.401
O -2.393 -0.855 2.826
O -2.211 3.148 -0.818
O 1.365 -2.757 0.512
O 0.672 1.831 0.853
O 2.974 2.024 -0.338
O 4.762 -0.774 1.496
O -2.843 -2.355 -2.311
O -5.200 0.310 0.645
O 3.009 -0.721 -1.866
*
```

Löwdin atomic charge list, values in e, 6 entries: number 1, H, carries 0.06; number 2, H, carries 0.02; number 3, H, carries 0.06; number 4, H, carries -0.01; number 5, H, carries -0.02; number 6, H, carries 0.06

Arrangement 2

H20O10 | ωB97M-V/def2-TZVPD

As for the SMILES: O.O.O.O.O.O.O.O.O.O.

ORCA input file:
```
! wB97M-V def2-TZVPD RIJCOSX def2/J DEFGRID3
* xyz 0 1
H 0.267 -1.368 -1.559
H 0.851 -0.650 -0.354
H -2.958 -3.581 -0.906
H -3.085 -4.948 -0.254
H 0.517 3.731 -1.334
H 1.680 4.353 -2.091
H -4.539 -0.839 0.106
H -3.618 -1.901 -0.471
H -2.816 1.117 2.481
H -1.779 0.954 1.382
H 0.801 1.510 -1.099
H 2.251 1.519 -0.645
H 2.999 -0.236 0.067
H 4.208 0.389 -0.609
H 1.672 -0.156 4.375
H 0.719 -1.057 3.608
H 3.021 1.928 2.171
H 3.033 2.770 0.906
H -2.296 -2.740 -3.158
H -1.077 -1.875 -2.880
O 0.131 -0.601 -0.993
O -3.114 -4.510 -1.112
O 0.718 4.289 -2.095
O -3.683 -0.951 -0.321
O -1.909 1.348 2.252
O 1.350 1.607 -0.314
O 3.650 0.467 0.172
O 1.386 -1.073 4.304
O 3.619 2.322 1.527
O -1.999 -1.822 -3.156
*
```

Löwdin atomic charge list, values in e, 6 entries: number 1, H, carries 0.03; number 2, H, carries 0.03; number 3, H, carries 0.00; number 4, H, carries 0.05; number 5, H, carries 0.01; number 6, H, carries 0.03

Most stable: arrangement 2

Arrangement 1

H20O10 | ωB97M-V/def2-TZVPD

As for the SMILES: O.O.O.O.O.O.O.O.O.O.

ORCA input file:
```
! wB97M-V def2-TZVPD RIJCOSX def2/J DEFGRID3
* xyz 0 1
H -0.376 -1.231 0.551
H -0.943 0.146 0.853
H -0.207 1.401 -2.395
H 0.641 2.274 -1.484
H -5.443 2.978 -0.881
H -4.004 2.513 -0.734
H 1.129 -1.576 -2.601
H 2.235 -2.553 -2.962
H 1.271 0.872 2.819
H 0.308 1.800 3.542
H -4.292 0.099 -0.211
H -4.940 -1.178 -0.719
H 4.616 -0.816 0.254
H 3.649 -0.470 -0.867
H 3.503 3.689 1.093
H 2.316 3.297 0.229
H -2.177 -2.722 0.548
H -2.977 -3.522 1.563
H 2.232 -3.395 0.049
H 2.912 -2.696 1.215
O -0.154 -0.294 0.517
O 0.149 2.293 -2.313
O -4.649 3.119 -0.353
O 1.829 -2.110 -2.209
O 1.214 1.748 3.218
O -4.903 -0.599 0.050
O 4.513 -0.236 -0.509
O 3.189 3.701 0.182
O -2.690 -3.533 0.643
O 2.050 -2.998 0.909
*
```

Löwdin atomic charge list, values in e, 6 entries: number 1, H, carries 0.02; number 2, H, carries 0.04; number 3, H, carries 0.02; number 4, H, carries 0.02; number 5, H, carries 0.04; number 6, H, carries 0.02

Arrangement 2

H20O10 | ωB97M-V/def2-TZVPD

As for the SMILES: O.O.O.O.O.O.O.O.O.O.

ORCA input file:
```
! wB97M-V def2-TZVPD RIJCOSX def2/J DEFGRID3
* xyz 0 1
O -0.328 -3.155 0.527
H 0.561 -3.231 0.139
H -0.637 -2.291 0.271
O -1.189 -2.622 3.671
H -0.335 -3.023 3.852
H -1.015 -1.811 3.228
O -1.081 3.864 -1.546
H -0.251 4.216 -1.221
H -0.952 2.938 -1.686
O -0.996 1.095 -2.338
H -0.591 1.416 -3.182
H -1.976 1.004 -2.397
O 2.076 0.227 -2.005
H 2.320 -0.227 -1.198
H 1.978 -0.487 -2.617
O -0.191 -1.829 -2.252
H 0.079 -1.010 -1.816
H -1.015 -2.080 -1.863
O 1.789 0.731 2.012
H 1.880 0.009 2.689
H 1.456 0.236 1.276
O -0.177 -0.324 -0.055
H -0.586 0.433 -0.459
H -0.602 -0.221 0.801
O -1.297 -0.377 2.337
H -1.388 0.524 2.524
H -2.216 -0.695 2.279
O 1.818 2.496 -0.425
H 1.466 1.770 -0.957
H 1.415 2.413 0.411
*
```

Löwdin atomic charge list, values in e, 6 entries: number 1, O, carries -0.05; number 2, H, carries 0.05; number 3, H, carries -0.03; number 4, O, carries -0.05; number 5, H, carries 0.04; number 6, H, carries -0.06

Arrangement 3

H20O10 | ωB97M-V/def2-TZVPD

As for the SMILES: O.O.O.O.O.O.O.O.O.O.

ORCA input file:
```
! wB97M-V def2-TZVPD RIJCOSX def2/J DEFGRID3
* xyz 0 1
O -2.344 -7.076 27.627
H -1.383 -7.004 27.463
H -2.400 -8.020 27.694
O -4.987 -6.392 27.501
H -4.779 -6.147 26.639
H -4.078 -6.507 27.802
O -3.601 -3.876 29.160
H -4.480 -4.186 29.347
H -3.005 -4.519 29.528
O -3.372 -3.687 26.494
H -2.825 -2.920 26.515
H -3.606 -3.884 27.396
O -7.417 -6.778 29.250
H -8.205 -6.763 28.729
H -6.660 -6.754 28.698
O -6.798 -4.798 25.017
H -6.984 -4.435 25.857
H -6.819 -4.036 24.427
O -4.610 -6.070 24.225
H -5.124 -6.867 24.120
H -5.368 -5.478 24.526
O -7.263 -7.688 26.453
H -6.919 -6.906 26.791
H -6.732 -8.387 26.803
O -1.890 -5.261 24.430
H -2.779 -5.233 24.809
H -1.651 -4.387 24.255
O -3.467 -9.842 28.390
H -3.767 -10.639 27.968
H -4.304 -9.381 28.434
*
```

Löwdin atomic charge list, values in e, 6 entries: number 1, O, carries -0.04; number 2, H, carries 0.08; number 3, H, carries 0.01; number 4, O, carries -0.03; number 5, H, carries -0.01; number 6, H, carries 0.01

Most stable: arrangement 3

Arrangement 1

H20O10 | ωB97M-V/def2-TZVPD

ORCA input file:
```
! wB97M-V def2-TZVPD RIJCOSX def2/J DEFGRID3
* xyz 0 1
O -1.670 -1.199 2.301
H -1.724 -1.056 3.246
H -0.833 -0.811 2.047
O 0.262 0.361 1.700
H 0.904 1.031 1.463
H 0.785 -0.357 2.056
O -1.618 1.615 -1.962
H -0.674 1.453 -1.950
H -1.838 1.820 -1.053
O 0.692 1.498 -1.720
H 1.417 1.996 -1.341
H 0.413 2.017 -2.475
O 1.949 -1.869 0.112
H 1.713 -1.632 1.009
H 2.129 -1.033 -0.318
O -1.704 1.487 1.913
H -0.850 1.062 1.831
H -2.256 1.043 1.269
O 2.573 0.474 -0.743
H 2.412 0.465 -1.687
H 2.680 1.400 -0.527
O 0.236 -2.381 -1.098
H -0.308 -2.326 -1.883
H 0.343 -1.473 -0.816
O 0.043 -0.293 -0.531
H 0.374 0.506 -0.941
H -0.136 -0.042 0.375
O -1.901 -1.570 0.091
H -2.404 -0.799 -0.173
H -1.007 -1.383 -0.196
*
```

Löwdin atomic charge list, values in e, 6 entries: number 1, O, carries -0.05; number 2, H, carries 0.06; number 3, H, carries -0.02; number 4, O, carries 0.00; number 5, H, carries 0.14; number 6, H, carries 0.13

Arrangement 2

H20O10 | ωB97M-V/def2-TZVPD

As for the SMILES: O.O.O.O.O.O.O.O.O.O.

ORCA input file:
```
! wB97M-V def2-TZVPD RIJCOSX def2/J DEFGRID3
* xyz 0 1
O -2.827 0.886 -1.183
H -3.618 1.079 -0.688
H -3.061 0.316 -1.902
O 3.127 2.516 0.306
H 3.201 2.603 1.255
H 3.081 1.585 0.083
O 0.401 -1.966 2.722
H 1.345 -2.051 2.833
H 0.084 -2.711 2.229
O -0.441 0.758 -3.901
H -1.255 1.061 -3.460
H -0.279 1.688 -4.151
O 0.782 3.047 1.475
H 1.106 3.155 0.574
H 0.117 3.744 1.379
O -0.125 3.347 -1.068
H -0.077 2.388 -0.978
H -1.053 3.547 -0.942
O -0.595 0.574 1.943
H 0.029 0.703 2.657
H -0.414 1.216 1.260
O 2.588 -3.492 1.743
H 2.158 -3.733 0.910
H 2.821 -2.616 1.491
O 0.045 -3.096 -0.926
H 0.862 -2.983 -1.425
H -0.416 -2.261 -1.067
O -2.553 -2.889 -0.730
H -2.928 -2.688 0.134
H -2.104 -3.727 -0.573
*
```

Löwdin atomic charge list, values in e, 6 entries: number 1, O, carries -0.04; number 2, H, carries 0.04; number 3, H, carries 0.02; number 4, O, carries -0.05; number 5, H, carries 0.04; number 6, H, carries 0.04

Most stable: arrangement 2

Arrangement 1

H80O40 | ωB97M-V/def2-TZVPD

ORCA input file:
```
! wB97M-V def2-TZVPD RIJCOSX def2/J DEFGRID3
* xyz 0 1
H -6.560 1.373 -1.980
H -5.512 0.753 -2.611
O -5.619 1.528 -2.050
H 0.253 -0.840 5.914
H 1.020 -1.409 4.603
O 1.023 -0.847 5.390
H -0.073 -3.040 -5.695
H 0.959 -3.551 -4.683
O 0.832 -3.238 -5.564
H 3.683 0.012 -0.741
H 4.805 -0.681 -1.626
O 3.885 -0.620 -1.429
H -1.888 0.899 3.165
H -2.746 1.347 2.048
O -2.331 0.545 2.389
H 3.117 4.048 3.376
O 2.836 4.485 4.199
H -3.119 0.989 5.247
O -2.477 1.717 5.266
H -2.358 4.076 1.135
H -1.760 2.779 0.785
O -2.044 3.282 1.535
H -0.866 -6.064 3.149
H 0.362 -5.756 4.051
O -0.507 -6.109 4.054
H 1.529 0.360 -5.418
H 0.109 -0.051 -5.127
O 0.742 -0.056 -5.858
H 3.739 -1.740 2.191
H 4.691 -2.779 1.475
O 4.528 -2.348 2.321
H 2.215 -2.768 -3.885
O 1.794 -2.745 -3.025
H 2.292 3.872 -3.375
H 1.181 3.531 -4.540
O 1.384 3.945 -3.711
H -3.661 -3.495 0.614
H -3.178 -2.662 1.907
O -3.285 -3.552 1.508
H 4.460 1.025 -2.356
H 4.839 2.517 -2.751
O 4.707 1.615 -3.065
H -1.942 -5.170 1.944
H -2.671 -6.196 1.109
O -1.823 -5.745 1.206
H 2.115 0.912 1.457
H 2.796 1.205 2.665
O 3.043 1.102 1.711
H -0.406 -5.711 -0.081
H 0.880 -6.518 0.529
O 0.558 -5.827 -0.029
H -1.669 3.481 -1.487
O -1.482 3.001 -2.302
H 1.445 -2.040 2.655
H 1.650 -1.317 1.496
O 2.102 -1.433 2.382
H -2.244 -4.631 -0.516
O -2.350 -3.825 -1.045
H 2.851 3.374 1.388
H 3.311 4.862 0.830
O 2.667 4.331 1.352
H -0.630 -1.447 1.462
H -0.130 -2.661 0.470
O 0.014 -2.199 1.282
H 1.100 4.674 1.932
H -0.294 4.749 2.673
O 0.358 5.270 2.240
H -3.807 0.695 0.683
H -3.941 1.877 -0.242
O -4.012 1.668 0.697
H 0.764 -1.846 -1.278
H 2.146 -1.222 -1.159
O 1.391 -1.471 -0.627
H -2.928 -2.206 -3.517
H -2.089 -3.350 -4.067
O -2.086 -2.364 -4.043
H 3.388 -3.918 4.052
H 2.384 -3.092 3.178
O 2.448 -3.670 3.946
H 0.236 3.220 4.874
H 0.748 2.099 3.796
O 0.472 3.018 3.905
H -0.715 2.157 -6.549
H -1.965 3.176 -6.494
O -1.376 2.574 -6.017
H -0.922 -0.947 -3.318
H 0.499 -1.625 -2.761
O -0.414 -1.255 -2.575
H -4.586 4.641 -0.175
O -4.869 5.032 -0.995
H -2.624 -4.894 4.119
H -3.805 -4.802 3.039
O -3.574 -4.894 3.972
H -1.536 3.610 -3.010
H 2.091 4.961 3.864
H -1.576 -3.270 -1.012
H -1.677 1.189 5.305
H 2.065 -3.526 -2.489
H -4.114 4.821 -1.555
O 3.909 3.588 -1.243
H 4.681 4.057 -0.967
H 3.385 3.168 -0.520
O 2.019 1.706 -0.946
H 1.514 1.139 -1.532
H 1.674 2.562 -1.256
O -2.797 1.136 -3.430
H -2.180 0.826 -2.819
H -2.536 1.967 -3.869
O -1.135 6.296 -2.812
H -0.476 5.975 -3.471
H -1.003 5.597 -2.104
O -0.999 5.050 -0.279
H -0.347 5.048 0.489
H -1.506 5.865 -0.223
O -0.002 -3.075 4.197
H -0.032 -3.112 3.211
H 0.581 -3.727 4.556
O 2.389 -4.481 -1.257
H 1.819 -4.877 -0.521
H 2.776 -3.683 -0.905
*
```

Löwdin atomic charge list, values in e, 6 entries: number 1, H, carries 0.04; number 2, H, carries 0.03; number 3, O, carries -0.05; number 4, H, carries 0.00; number 5, H, carries -0.01; number 6, O, carries -0.05

Arrangement 2

H80O40 | ωB97M-V/def2-TZVPD

ORCA input file:
```
! wB97M-V def2-TZVPD RIJCOSX def2/J DEFGRID3
* xyz 0 1
H -2.712 0.693 5.571
H -2.810 -0.858 5.431
O -2.471 -0.232 6.038
H -1.946 -1.188 -4.000
H -1.354 -2.274 -3.001
O -1.996 -2.115 -3.717
H -0.699 2.202 1.635
H -0.005 3.114 2.253
O -0.878 2.702 2.401
H 6.262 0.216 -2.760
H 4.619 0.253 -2.471
O 5.393 -0.188 -2.957
H 5.127 -1.922 -0.676
H 3.735 -1.821 0.166
O 4.289 -2.286 -0.480
H 2.891 -4.750 0.770
O 3.725 -4.437 1.095
H 4.591 3.700 0.511
O 5.194 3.177 0.068
H -1.367 5.460 -3.466
H -0.754 4.019 -3.321
O -0.670 4.918 -3.097
H 1.653 -0.756 5.500
H 0.912 0.174 4.555
O 1.692 -0.429 4.569
H 2.532 -1.921 1.656
H 2.003 -2.062 2.835
O 1.573 -1.940 1.993
H 3.090 -3.376 -2.000
H 3.085 -3.649 -3.327
O 2.367 -3.487 -2.641
H -4.278 -1.559 2.763
O -4.952 -1.480 3.387
H -0.482 0.423 -3.792
H -1.684 0.738 -2.864
O -0.795 1.116 -3.180
H -3.453 -1.000 0.683
H -2.149 -0.879 1.560
O -2.871 -1.447 1.346
H -3.092 -0.989 -2.119
H -4.075 0.160 -2.444
O -3.177 -0.060 -2.150
H 2.110 -0.176 -3.331
H 3.189 0.681 -3.878
O 2.356 0.312 -4.090
H 1.977 5.929 2.629
H 2.346 4.434 2.475
O 2.195 5.119 3.046
H 1.221 1.045 0.551
H -0.326 0.933 0.394
O 0.486 0.514 0.869
H 0.239 1.299 -1.945
O 1.143 1.025 -2.173
H 2.652 2.880 3.212
H 1.839 1.620 2.989
O 2.661 1.994 3.091
H 2.933 5.985 -1.400
O 2.179 5.412 -1.411
H -1.555 2.488 -1.378
H -1.888 3.635 -0.423
O -1.974 2.695 -0.591
H -1.953 -3.489 -1.302
H -2.231 -3.256 0.049
O -2.717 -3.445 -0.729
H 2.558 -6.115 -1.232
H 1.462 -6.706 -0.312
O 2.253 -6.149 -0.354
H 0.734 0.696 -5.904
H -0.385 -0.077 -6.485
O 0.202 0.698 -6.700
H 0.853 -2.730 -3.198
H 0.659 -2.343 -1.764
O 0.251 -2.196 -2.613
H -5.553 -1.876 -1.134
H -4.111 -2.332 -1.086
O -4.719 -1.937 -1.667
H 4.564 -1.590 2.364
H 4.125 -0.177 1.820
O 3.911 -1.105 1.870
H 0.076 5.570 1.505
H -0.965 4.613 0.753
O -0.444 5.373 0.726
H -2.276 -2.287 4.069
H -2.847 -3.184 5.306
O -3.022 -2.635 4.567
H -4.772 0.697 1.221
H -4.271 1.104 -0.310
O -4.447 0.422 0.318
H 1.447 4.325 -4.579
O 1.590 5.219 -4.257
H 3.950 3.246 -2.773
H 2.572 2.649 -2.849
O 3.211 3.109 -3.375
H 0.714 0.107 -2.043
H 4.307 -4.143 0.283
H 2.037 4.956 -2.265
H 5.490 3.569 -0.771
H -4.997 -2.440 3.731
H 0.695 5.299 -3.854
O -4.686 2.886 -2.681
H -4.470 3.653 -2.144
H -5.232 2.350 -2.098
O -0.506 -5.404 4.301
H -0.636 -4.609 4.839
H -0.862 -5.257 3.429
O 2.056 2.951 -0.415
H 2.431 2.186 -0.840
H 2.213 3.819 -0.712
O -2.257 -6.055 0.240
H -2.976 -6.320 0.898
H -2.182 -5.137 0.366
O -2.295 -4.108 2.451
H -1.836 -3.219 2.369
H -3.099 -3.737 2.905
O -1.271 -1.140 3.484
H -0.625 -1.559 4.148
H -0.618 -0.657 2.917
O -3.764 1.672 3.121
H -3.926 0.653 3.133
H -3.259 1.814 2.305
*
```

Löwdin atomic charge list, values in e, 6 entries: number 1, H, carries 0.11; number 2, H, carries -0.06; number 3, O, carries -0.10; number 4, H, carries 0.02; number 5, H, carries -0.03; number 6, O, carries -0.07

Most stable: arrangement 1